(1)
Computed, not measured: a cluster of 9 separate species, C48H144N21O15P9 in total in a non-equilibrium geometry, with ωB97M-V/def2-TZVPD.

Frontier orbital gap, Ha: 0.3094
SMILES: CN(C)P(=O)(N(C)C)N(C)C.CN(C)P(=O)(N(C)C)N(C)C.CN(C)P(=O)(N(C)C)N(C)C.CN(C)P(=O)(N(C)C)N(C)C.CN(C)P(=O)(N(C)C)N(C)C.CN(C)P(=O)(N(C)C)N(C)C.CN(C)P(=O)(N(C)C)N(C)C.COP(=O)(OC)OC.COP(=O)(OC)OC
Highest occupied orbital energy, eV: -8.259

The geometry in ORCA input format:
```
! wB97M-V def2-TZVPD RIJCOSX def2/J DEFGRID3
* xyz 0 1
P 16.27618 18.76580 13.30653
P 10.44566 16.81525 18.51193
P 14.87153 23.80314 24.00519
P 20.02893 18.22529 25.91731
P 21.16673 14.43894 19.21817
P 17.55862 17.67040 19.52810
P 14.38230 12.37336 16.39974
P 21.06556 24.12761 21.87374
P 15.18270 14.68192 23.28975
O 15.54046 13.23875 16.86315
O 17.13910 18.60530 20.74194
O 9.64063 17.87235 19.21114
O 12.05156 16.86182 18.55883
O 10.23659 15.33910 18.99771
O 22.27489 23.32448 22.04874
O 15.73611 20.13093 13.42779
O 21.01914 13.90042 20.60376
O 16.14228 16.97512 19.11379
O 15.54402 24.93181 24.71051
O 10.27800 16.58061 16.96389
O 16.65816 14.51503 23.34885
O 21.30891 18.47858 26.60152
O 18.20363 18.33029 18.36742
O 18.55541 16.69570 20.20735
N 14.71272 14.48223 21.70828
N 15.43649 22.25324 24.40468
N 14.49057 10.84517 17.21248
N 14.32895 12.38308 14.72311
N 14.82723 23.91843 22.35492
N 19.74826 14.03033 18.38860
N 19.78395 23.42411 21.00207
N 14.59248 16.13587 23.84590
N 12.87367 12.87536 16.79047
N 19.86289 16.75406 25.27676
N 15.19859 17.66029 13.91292
N 21.56570 15.99128 19.09889
N 20.30983 24.37124 23.32883
N 13.25856 23.60520 24.51696
N 21.35862 25.50046 20.95656
N 14.30128 13.55521 24.16576
N 19.89745 19.27760 24.65897
N 17.84685 18.51665 14.01758
N 16.49951 18.16510 11.72266
N 22.26473 13.67475 18.18377
N 18.74863 18.47709 26.92206
C 20.91268 16.13101 24.47781
C 19.01653 25.07385 23.47188
C 15.26866 18.16435 10.81691
C 12.94739 23.48558 25.93633
C 14.61706 21.08747 24.11089
C 20.33624 26.39517 20.58630
C 12.07263 24.12402 23.74843
C 18.06993 15.81494 21.27187
C 18.97499 22.35295 21.48109
C 13.67682 15.23626 21.03084
C 16.10301 19.57184 20.56753
C 19.01412 19.18891 23.50735
C 17.71360 18.55059 10.97503
C 18.33018 17.21746 14.49647
C 22.17142 16.58893 17.90649
C 9.40721 14.95462 20.06367
C 15.54913 12.55765 13.94972
C 22.71482 26.02424 20.52379
C 17.45040 18.43351 26.33114
C 21.02047 24.48268 24.55750
C 21.47966 16.98737 20.23142
C 18.88777 15.79316 25.81075
C 14.59173 17.85552 15.23132
C 15.45464 22.98689 21.43971
C 15.23181 16.20086 13.61110
C 19.48931 14.57349 17.04975
C 21.96637 12.33546 17.86045
C 12.92615 13.30939 23.77753
C 13.40401 9.83161 17.08269
C 9.97826 17.75872 16.12419
C 14.77780 12.66799 25.22072
C 12.68567 18.03920 19.10262
C 23.69894 13.86821 18.61715
C 18.87895 18.35144 28.36911
C 12.37419 12.78340 18.21982
C 18.84442 12.93464 18.85358
C 14.47570 25.16424 21.66788
C 18.89868 19.50752 14.03729
C 15.09926 13.27599 20.99329
C 15.11595 17.38735 23.30250
C 15.82612 10.48591 17.69831
C 20.00866 23.07632 19.53599
C 12.36953 14.05588 16.10478
C 13.39933 11.40094 14.17374
C 16.81481 22.13634 24.81854
C 20.52751 20.60016 24.83118
C 14.42463 16.27246 25.26252
C 16.37635 16.10440 17.98286
H 15.74062 19.88421 21.51255
H 16.82550 21.52289 25.74568
H 19.58168 19.39551 22.59773
H 19.41029 26.08231 21.09080
H 14.68697 11.66432 24.87622
H 15.65235 15.62162 14.46042
H 11.81663 25.14745 24.05054
H 21.13081 12.33768 17.18972
H 19.71611 15.63089 16.98434
H 14.91345 17.08990 15.94551
H 18.54894 22.42601 22.55715
H 13.64682 21.30599 23.74823
H 11.29216 14.03752 16.03700
H 19.33085 19.74213 14.99194
H 20.96842 16.51862 21.03872
H 16.40925 11.40728 17.66322
H 8.95194 15.76719 20.61750
H 12.36445 11.59992 14.52860
H 14.42297 17.71859 11.32108
H 22.15284 15.83636 17.08938
H 21.61127 17.43834 17.40332
H 19.22936 26.11577 23.68105
H 13.30279 11.58559 13.07653
H 9.27763 18.45599 16.61403
H 14.95035 19.15149 10.46848
H 13.26427 15.90760 21.79181
H 22.78039 11.73013 17.44039
H 17.52317 21.73666 24.14724
H 19.02890 12.04166 18.23344
H 13.22071 22.50485 26.24010
H 14.12018 15.33837 25.78403
H 21.55222 15.51660 25.13704
H 14.09777 15.83644 20.24454
H 14.32148 18.14003 23.42767
H 12.31381 14.23157 23.63038
H 16.12292 11.64955 13.85121
H 18.45660 14.32698 16.84628
H 23.18860 16.93095 18.12522
H 24.38680 13.54755 17.80890
H 17.52417 18.14500 25.26189
H 12.22884 18.98692 18.75912
H 17.21558 23.17015 25.05629
H 15.26655 19.33455 19.95279
H 20.46347 23.87026 25.25672
H 17.77561 13.22205 18.93330
H 13.45180 24.25738 26.54631
H 15.99932 12.83440 21.49672
H 18.63127 18.62361 11.57741
H 20.73047 21.04095 23.80437
H 21.60695 16.82940 24.07318
H 14.27480 12.54566 20.93056
H 20.01562 14.01060 16.28492
H 9.64671 17.36162 15.14457
H 12.61873 14.99200 16.57721
H 12.26360 24.16453 22.65950
H 17.85929 17.84982 10.13030
H 16.10093 13.25591 14.54820
H 22.46847 17.24905 20.55028
H 16.48988 23.35018 21.22814
H 20.77098 17.74743 19.90059
H 13.66104 17.05253 25.49713
H 12.29976 13.74756 18.67074
H 15.36683 16.58629 25.66601
H 19.46758 21.42005 21.38187
H 21.39927 20.48836 25.44297
H 19.76428 21.29047 25.32661
H 15.48958 22.03772 21.89250
H 12.86190 14.58731 20.56777
H 15.32862 17.36901 22.23070
H 16.83335 19.31195 26.37155
H 10.87291 18.34770 15.84239
H 18.49904 20.41786 13.60267
H 16.92932 16.62475 17.21192
H 13.61958 24.90022 21.02452
H 13.32012 9.17013 17.95155
H 13.62997 10.35108 14.32739
H 18.94890 16.78657 13.74871
H 14.12445 26.01201 22.30322
H 16.79910 15.11401 18.24829
H 15.81044 12.83945 25.37194
H 13.73838 18.01283 18.91492
H 20.58732 27.47188 20.95984
H 12.87476 12.83899 22.81320
H 15.39053 13.56387 19.92868
H 16.66302 20.45504 20.18822
H 10.13917 14.45334 20.72101
H 18.97645 17.39825 15.36283
H 12.49826 17.99343 20.22137
H 20.54221 15.43046 23.69383
H 18.42181 24.77086 22.59646
H 19.25454 12.68749 19.84154
H 17.52946 16.54698 14.78276
H 18.26436 15.31345 24.98241
H 23.88083 14.92286 18.82785
H 21.07600 25.51692 24.83431
H 18.07700 18.92875 28.86905
H 14.20172 15.90674 13.45444
H 17.24554 15.21352 20.87990
H 16.34589 9.75613 17.04320
H 8.67836 14.20697 19.79232
H 13.51444 17.87704 15.04941
H 21.60541 11.77348 18.71920
H 18.97140 15.21450 21.44670
H 20.64246 23.83206 19.06577
H 18.56192 18.17433 23.53271
H 15.29168 25.57281 21.03091
H 19.05793 23.19146 19.03902
H 19.86168 18.85096 28.68317
H 18.15553 22.39086 20.84640
H 16.74190 17.70189 26.82167
H 18.83824 17.30318 28.75100
H 20.31618 22.06106 19.43103
H 18.59834 24.63604 24.35660
H 22.01968 24.02867 24.53075
H 14.53756 20.41698 24.97048
H 11.46711 12.18920 18.14801
H 14.13089 12.82101 26.11583
H 15.38935 15.91829 17.60279
H 11.31465 23.34713 23.86276
H 15.49483 17.55344 9.94574
H 12.50258 10.41943 16.87056
H 15.82330 16.08356 12.76328
H 14.90358 18.81871 15.62036
H 23.93370 13.28822 19.57278
H 17.78178 16.47606 22.08441
H 19.79554 19.22131 13.42946
H 13.57702 9.19395 16.21080
H 11.87926 23.58838 26.00729
H 12.44043 12.63840 24.48036
H 14.77803 22.85852 20.53535
H 15.77130 10.15699 18.74924
H 23.42576 25.24497 20.57348
H 18.14931 19.86019 23.54092
H 16.08513 17.58286 23.75760
H 20.15941 26.45420 19.53565
H 12.76949 14.07875 15.11226
H 19.39824 15.00366 26.35513
H 17.62468 19.52842 10.50248
H 15.15236 13.03986 13.05077
H 18.21077 16.21527 26.55586
H 15.16260 20.52284 23.36265
H 13.10607 12.24388 18.80191
H 22.66230 26.39453 19.47381
H 22.97376 26.81271 21.22447
*
```

Here are the Löwdin charges for atoms 1 to 99, given in e: 0.542, 0.381, 0.548, 0.433, 0.502, 0.368, 0.573, 0.509, 0.535, -0.326, -0.215, -0.241, -0.242, -0.224, -0.285, -0.292, -0.301, -0.235, -0.303, -0.228, -0.286, -0.283, -0.246, -0.233, -0.301, -0.286, -0.291, -0.323, -0.311, -0.293, -0.277, -0.298, -0.283, -0.284, -0.291, -0.276, -0.312, -0.321, -0.317, -0.318, -0.283, -0.294, -0.292, -0.303, -0.308, -0.088, -0.088, -0.087, -0.106, -0.109, -0.169, -0.093, -0.039, -0.156, -0.108, -0.076, -0.116, -0.118, -0.094, -0.132, -0.092, -0.092, -0.061, -0.154, -0.121, -0.045, -0.091, -0.090, -0.098, -0.104, -0.101, -0.155, -0.111, -0.100, -0.059, -0.092, -0.094, -0.093, -0.102, -0.049, -0.091, -0.122, -0.143, -0.107, -0.091, -0.116, -0.057, -0.103, -0.127, -0.106, -0.081, -0.109, -0.104, 0.038, 0.087, 0.080, 0.058, 0.072, 0.069


(2)
Computed, not measured: a cluster of 2 separate species, C3H9NO3 in total in a non-equilibrium geometry, with ωB97M-V/def2-TZVPD.

Frontier orbital gap, Ha: 0.3446
SMILES: CNCC(=O)O.O
Highest occupied orbital energy, eV: -8.780

The geometry in ORCA input format:
```
! wB97M-V def2-TZVPD RIJCOSX def2/J DEFGRID3
* xyz 0 1
O 1.53917 0.89852 1.42231
O -2.40719 -1.15144 0.84198
O -0.53027 0.51940 1.74057
N 0.37824 0.42652 -1.72757
C 0.95846 -0.52760 -2.69475
C 0.55201 0.44777 0.91044
C 0.21864 -0.20159 -0.44999
H -3.23876 -1.11770 1.37740
H 1.74520 -0.06369 -3.32355
H -1.90181 -0.33142 1.12399
H 0.94905 1.35221 -1.89595
H 0.56604 -1.21702 -0.38577
H -0.93997 -0.55420 -0.46485
H 1.25778 -1.37477 -2.26174
H -0.30878 0.64985 2.69726
H 0.03520 -0.77216 -3.40693
*
```

Löwdin atomic charges, in units of e: 0.108, -0.124, 0.029, -0.137, -0.127, -0.441, -0.166, 0.056, 0.082, 0.007, 0.162, 0.114, 0.148, 0.011, 0.159, 0.118


(3)
Computed, not measured: a structure of composition C2H5N6 in a non-equilibrium geometry, with ωB97M-V/def2-TZVPD.

Frontier orbital gap, Ha: 0.3002
Highest occupied orbital energy, eV: -14.306

The geometry in ORCA input format:
```
! wB97M-V def2-TZVPD RIJCOSX def2/J DEFGRID3
* xyz 1 1
N -0.16278 0.26468 0.27345
N -0.72058 1.48793 -0.12863
N 1.07268 0.75000 2.29006
N 0.46223 -1.92612 -0.12582
N -0.98737 -0.74999 -1.73727
N 1.08260 -1.75895 0.86177
C -0.29558 -0.77251 -0.58800
C 0.72417 0.03927 1.33926
H -0.29292 1.80246 -1.03481
H 1.71411 0.07992 2.64121
H -0.75983 -1.40080 -2.46950
H -0.58185 2.07110 0.72112
H -1.25487 0.11299 -2.04282
*
```

Löwdin atomic charges, in units of e: -0.075, 0.134, 0.236, 0.049, 0.289, 0.198, -0.213, -0.204, 0.144, 0.075, 0.153, 0.132, 0.082


(4)
Computed, not measured: a structure of composition C25H31CuN4O3PS4, with ωB97M-V/def2-TZVPD.

Frontier orbital gap (alpha / beta), Ha: 0.2563 / 0.2483
Highest occupied orbital energy (alpha / beta), eV: -7.455 / -7.446
Expectation value of S²: 0.755

The geometry in ORCA input format:
```
! wB97M-V def2-TZVPD RIJCOSX def2/J DEFGRID3
* xyz 0 2
Cu -1.56739 0.25833 0.84851
S -2.36624 -0.98579 2.68556
S -0.54569 -1.20236 -0.60695
S 1.66820 0.60578 1.07549
S 0.91546 -2.97132 1.89696
P -0.27414 -2.98867 0.37764
O -1.66449 -3.60352 0.81600
O 0.37463 0.96661 1.75514
O 0.13040 -4.00593 -0.79582
N -2.21445 1.53285 -0.68503
N -2.14596 0.28884 4.99527
N -2.34557 1.74883 1.91932
N -2.38675 1.70118 3.25153
C 2.43958 -3.20431 -1.23979
C 0.71288 3.37459 -1.71595
C -2.85440 3.80845 -1.00842
C -2.70249 2.79755 1.27704
C -2.72447 3.65465 -2.37683
C -3.27626 -3.09433 -0.99998
C 2.36605 1.92224 -2.69575
C 2.44786 1.20947 -1.50755
C -2.83894 -4.04195 0.09739
C 0.70176 -3.38706 -3.06074
C 0.79093 2.66734 -0.52416
C 4.24161 1.19827 1.80510
C -2.59129 2.72511 -0.18294
C -2.61882 -5.45611 -0.40694
C 5.21349 1.93906 2.46178
C -2.33644 2.42798 -2.89010
C 2.51756 2.54201 2.84407
C 3.49704 3.27287 3.50173
C 1.49556 2.99999 -2.80204
C -2.08613 1.39369 -2.00402
C -2.26790 0.43217 3.66556
C 4.84066 2.97877 3.30446
C 1.21776 -3.94682 -1.74731
C 2.90649 1.52449 1.99115
C 1.66291 1.59496 -0.43306
H -4.21101 -3.46966 -1.42151
H -3.57019 -5.87862 -0.73796
H 2.96992 1.62541 -3.54341
H -1.92035 -0.62075 5.35564
H 0.17856 2.93044 0.33129
H 5.59998 3.55535 3.81694
H 1.47441 -4.99684 -1.88946
H -1.91820 -5.46036 -1.24223
H -2.53022 -3.04069 -1.79437
H 1.42079 3.54234 -3.73580
H 3.10981 0.35433 -1.42216
H 3.21004 4.07234 4.17287
H -3.59612 -4.04956 0.88070
H 0.03484 4.21555 -1.79805
H 0.37837 -2.35417 -2.93453
H -3.08825 3.67445 1.78573
H -0.14323 -3.97512 -3.42424
H 4.51705 0.37158 1.15973
H -2.92321 4.48700 -3.04010
H 1.46213 2.73992 2.98812
H -2.22549 2.26923 -3.95329
H 6.25982 1.69790 2.32575
H -3.44252 -2.08844 -0.61471
H -3.15302 4.75279 -0.57224
H -2.21362 -6.08407 0.38660
H 2.20999 -2.14698 -1.07842
H 3.22978 -3.28534 -1.98872
H -1.96681 1.10518 5.55414
H 1.49487 -3.42062 -3.81150
H -1.77277 0.41500 -2.34570
H 2.79160 -3.61546 -0.29539
*
```

Löwdin atomic charges, in units of e: 0.101, 0.686, 0.417, 0.976, 0.266, -0.117, -0.339, -0.569, -0.315, 0.052, 0.088, -0.131, 0.007, -0.086, -0.078, -0.020, -0.061, -0.064, -0.076, -0.071, -0.079, -0.435, -0.063, -0.072, -0.079, -0.253, -0.049, -0.077, -0.052, -0.063, -0.070, -0.076, -0.119, -0.831, -0.081, -0.450, -0.359, -0.368, 0.086, 0.083, 0.106, 0.089, 0.106, 0.103, 0.140, 0.072, 0.061, 0.104, 0.108, 0.105, 0.141, 0.102, 0.038, 0.129, 0.080, 0.112, 0.114, 0.111, 0.110, 0.105, 0.060, 0.117, 0.088, 0.042, 0.084, 0.101, 0.081, 0.077, 0.057


Calculated relative energy (zero: lowest compared OMol25 entry of this formula, charge and spin) in order - 24.9 67.7 0.0 0.0 kcal/mol
Calculated DFT total energy in order - -197727.9404 -10887.6437 -11084.7094 -135803.4063 eV